A 2-piece molecular cluster, CH5OPS overall at a distorted geometry, computed with ωB97M-V/def2-TZVPD.

Last column: Mulliken charge in e.
Element x y z (Å)
C (1.39770, -0.05617, -0.38512)  -0.630
O (-1.97426, -1.07433, -0.30017)  -0.413
P (-2.47240, 0.11356, 0.38444)  0.297
S (0.38320, -1.50537, -0.09214)  -0.028
H (0.78270, 0.86825, -0.27378)  0.180
H (1.73249, -0.09650, -1.36325)  0.261
H (2.33930, 0.06452, 0.35737)  0.238
H (-2.41551, -0.15858, 1.78135)  0.074
H (-1.63758, 1.10710, 0.06864)  0.021

- Net charge: 0
- Energy above the lowest of the compared OMol25 structures with the same formula, charge and spin: 398.29 kJ/mol
- Orbital gap (alpha / beta): 7.42 / 7.13 eV

A 2-piece molecular cluster, CH5OPS2 overall at a distorted geometry, computed with ωB97M-V/def2-TZVPD.

Last column: Löwdin spin population.
Element x y z (Å)
C (-0.98602, 0.79221, 1.02058)  0.024
O (-2.10318, -0.01570, 1.11380)  0.217
P (-2.63227, -1.33226, 0.36161)  0.832
S (-1.56559, -1.72713, -1.18809)  0.893
S (2.04178, -1.86301, 0.58921)  0.012
H (-1.39880, 1.74507, 1.32455)  0.002
H (-0.80890, 1.00392, -0.08686)  0.010
H (-0.04179, 0.62604, 1.49043)  0.004
H (2.63929, -2.86018, -0.12475)  0.000
H (0.84602, -2.40909, 0.20262)  0.006

- Net charge: 0
- Energy above the lowest of the compared OMol25 structures with the same formula, charge and spin: 0.00 kJ/mol
- Orbital gap (alpha / beta): 7.63 / 6.57 eV
- Multiplicity: 3
- ⟨S²⟩: 2.010

A 2-piece molecular cluster, CH5OS overall, computed with ωB97M-V/def2-TZVPD.

Last column: Mulliken charge in e.
Element x y z (Å)
S (1.76302, -0.92320, -1.45844)  -0.854
H (3.00487, -0.69445, -1.02702)  -0.045
C (-0.89132, 0.57209, 0.55088)  -0.492
O (-1.12424, -0.70508, 0.03110)  -0.450
H (-0.58187, 0.56854, 1.61300)  0.208
H (-1.80555, 1.14513, 0.52353)  0.217
H (-0.12100, 1.11257, -0.02141)  0.216
H (-0.24391, -1.07560, -0.21163)  0.199

- Net charge: -1
- Energy above the lowest of the compared OMol25 structures with the same formula, charge and spin: 17.44 kJ/mol
- Orbital gap: 7.11 eV

CH5PS2 in the gas phase at a distorted geometry, computed with ωB97M-V/def2-TZVPD.

Last column: Mulliken charge in e.
Element x y z (Å)
C (-0.82674, 0.61289, 0.18473)  -0.801
P (0.68072, -0.06080, -0.56036)  0.401
S (2.28703, 0.85257, -0.12257)  -0.383
S (0.62783, -2.11549, -0.00209)  -0.230
H (-1.64789, 0.80102, -0.55032)  0.284
H (-1.15534, -0.08827, 1.03248)  0.229
H (-0.60786, 1.61559, 0.65229)  0.285
H (0.27868, 0.19036, -1.84099)  0.074
H (0.36356, -1.80786, 1.20683)  0.140

- SMILES: C[P@@H](=S)S
- Net charge: 0
- Energy above the lowest of the compared OMol25 structures with the same formula, charge and spin: 52.83 kJ/mol
- Orbital gap: 9.44 eV

CH6BNO in the gas phase at a distorted geometry, computed with ωB97M-V/def2-TZVPD.

Last column: Mulliken charge in e.
Element x y z (Å)
C (1.57656, 0.73816, 0.12072)  -0.745
B (0.12915, 0.20114, -0.29609)  0.370
O (-0.75301, -0.32324, 0.58562)  -0.341
N (-2.09613, -0.78244, 0.23489)  -0.380
H (1.95494, 0.82807, 1.11584)  0.296
H (1.79217, 1.72216, -0.37525)  0.225
H (2.21514, -0.06928, -0.41956)  0.207
H (-0.21260, 0.37528, -1.40180)  -0.117
H (-2.53707, -1.28733, 1.01680)  0.244
H (-2.06915, -1.40252, -0.58116)  0.241

- SMILES: CBON
- Net charge: 0
- Energy above the lowest of the compared OMol25 structures with the same formula, charge and spin: 310.42 kJ/mol
- Orbital gap: 10.45 eV

CH6BNO4S in the gas phase at a distorted geometry, computed with ωB97M-V/def2-TZVPD.

Last column: Mulliken charge in e.
Element x y z (Å)
N (2.32807, 0.91787, -0.32030)  -0.577
S (1.20182, -0.24898, -0.03095)  1.109
O (0.82576, -0.56911, -1.37428)  -0.599
O (1.78344, -1.25542, 0.87546)  -0.623
C (-0.39262, 0.61822, 0.76088)  -0.593
B (-1.43558, -0.41619, 0.15650)  0.584
O (-1.84131, 0.01004, -1.08370)  -0.521
O (-1.95422, -1.47339, 0.82525)  -0.561
H (2.82028, 1.29977, 0.58525)  0.275
H (1.96983, 1.58118, -1.08538)  0.284
H (-0.38784, 1.56098, 0.22810)  0.293
H (-0.06880, 0.76522, 1.80248)  0.360
H (-2.35622, -0.58805, -1.65348)  0.268
H (-2.49262, -2.20213, 0.31415)  0.300

- SMILES: NS(=O)(=O)CB(O)O
- Net charge: 0
- Energy above the lowest of the compared OMol25 structures with the same formula, charge and spin: 51.81 kJ/mol
- Orbital gap: 10.70 eV

CH6BNO5S in the gas phase at a distorted geometry, computed with ωB97M-V/def2-TZVPD.

Last column: Mulliken charge in e.
Element x y z (Å)
C (1.59566, -0.59984, 0.14707)  -0.846
S (1.22803, 1.13901, -0.22058)  1.018
O (0.44333, 1.11107, -1.43442)  -0.632
O (2.37893, 1.93767, -0.09393)  -0.611
N (0.21764, 1.54516, 1.09755)  -0.255
O (-1.13118, 1.61827, 0.88288)  -0.308
B (-1.88336, 0.91789, -0.01612)  0.736
O (-1.57684, -0.32248, -0.44763)  -0.556
O (-3.07927, 1.39311, -0.28397)  -0.451
H (2.20730, -0.98607, -0.59218)  0.380
H (2.02618, -0.67090, 1.12717)  0.333
H (0.55575, -1.18501, 0.13312)  0.282
H (0.53435, 2.52086, 1.49994)  0.287
H (-0.71357, -0.19066, -0.84279)  0.314
H (-3.77644, 1.02757, -0.75380)  0.311

- SMILES: CS(=O)(=O)NOB(O)O
- Net charge: 0
- Energy above the lowest of the compared OMol25 structures with the same formula, charge and spin: 198.09 kJ/mol
- Orbital gap: 10.56 eV

CH6Ba3O3 as an isolated structure at a distorted geometry, computed with ωB97M-V/def2-TZVPD.

Last column: Mulliken charge in e.
Element x y z (Å)
Ba (-22.17754, 17.35253, 18.06901)  1.853
Ba (-22.31908, 20.39563, 17.98963)  1.836
Ba (-20.14259, 19.07246, 19.79827)  1.875
O (-20.85740, 20.95628, 19.33577)  -1.019
H (-21.42686, 20.92069, 20.12885)  0.634
O (-22.20116, 18.80562, 19.43164)  -1.505
H (-22.29825, 19.59506, 19.99900)  -0.270
C (-23.45145, 19.47017, 21.65107)  -0.549
O (-23.17283, 18.17894, 21.15365)  -0.543
H (-22.62184, 20.16542, 21.52269)  0.195
H (-24.29093, 19.92923, 21.12892)  0.403
H (-23.59908, 19.55142, 22.72796)  0.382
H (-22.70252, 18.25654, 20.32035)  0.707

- Net charge: +4
- Orbital gap: 7.49 eV

A 2-piece molecular cluster, CH6ClN2S overall at a distorted geometry, computed with ωB97M-V/def2-TZVPD.

Last column: Mulliken charge in e.
Element x y z (Å)
C (0.38013, -0.19451, 0.62832)  -0.114
N (-0.64435, 0.82091, 0.42700)  -0.040
N (0.17875, -1.22629, 1.58651)  -0.466
S (-0.40719, 2.04674, -0.42709)  0.246
Cl (-0.33262, -0.56101, -2.40614)  -0.302
H (1.22378, 0.41817, 0.77080)  0.381
H (0.43990, -0.62728, -0.31009)  0.268
H (-0.63069, -1.70152, 1.54057)  0.213
H (0.96376, -1.81261, 1.81428)  0.234
H (0.45724, 0.26669, -3.05606)  0.311
H (-1.62870, 2.57070, -0.56811)  0.268

- Net charge: +1
- Energy above the lowest of the compared OMol25 structures with the same formula, charge and spin: 115.55 kJ/mol
- Orbital gap: 6.60 eV

A 2-piece molecular cluster, CH6ClN2S overall at a distorted geometry, computed with ωB97M-V/def2-TZVPD.

Last column: Mulliken charge in e.
Element x y z (Å)
C (-0.46964, -1.26363, 0.18303)  -0.144
N (0.50639, 1.02629, -0.28569)  -0.243
N (-1.31301, -1.15325, -0.73559)  -0.147
S (1.37337, 2.22751, 0.25811)  -0.039
Cl (0.18872, 0.91538, -2.00585)  -0.110
H (-0.91716, -1.13576, 1.15750)  0.325
H (0.60516, -1.44570, -0.16813)  0.329
H (0.52100, 3.36571, -0.05411)  0.240
H (-2.22165, -0.86875, -0.54904)  0.185
H (-1.16935, -1.14762, -1.74568)  0.347
H (2.38897, 2.74583, -0.72179)  0.257

- Net charge: +1
- Energy above the lowest of the compared OMol25 structures with the same formula, charge and spin: 162.18 kJ/mol
- Orbital gap: 8.83 eV

A 2-piece molecular cluster, CH6FN4 overall at a distorted geometry, computed with ωB97M-V/def2-TZVPD.

Last column: Mulliken charge in e.
Element x y z (Å)
C (0.32132, 1.29697, 0.45236)  0.268
N (2.84974, -0.40192, 0.38888)  -0.424
N (1.83265, -0.35339, -0.22895)  0.080
N (-0.64766, 0.37449, 0.62076)  -0.029
N (-1.22589, -0.42018, -0.38414)  -0.494
F (0.32740, 2.00107, -0.58678)  -0.146
H (1.12203, 1.55872, 1.19020)  0.384
H (3.53577, -1.07492, 0.21523)  0.250
H (-0.37167, -0.41856, 1.32762)  0.387
H (-2.07781, -0.95331, -0.11714)  0.278
H (1.65794, -0.69858, -1.19645)  0.207
H (-1.08470, 0.03190, -1.28537)  0.240

- Net charge: +1
- Energy above the lowest of the compared OMol25 structures with the same formula, charge and spin: 205.72 kJ/mol
- Orbital gap: 9.05 eV

A 2-piece molecular cluster, CH6N2 overall at a distorted geometry, computed with ωB97M-V/def2-TZVPD.

Last column: Mulliken charge in e.
Element x y z (Å)
C (1.14836, -0.39025, -0.69439)  -0.343
N (0.62902, 0.04790, -1.75916)  -0.480
H (0.82504, -1.28415, -0.16130)  0.325
H (1.92417, 0.14807, -0.13436)  0.217
H (0.91022, 1.02145, -1.88190)  0.261
N (-1.69366, 0.12551, 1.21442)  -0.726
H (-1.16234, 0.77389, 1.79092)  0.232
H (-1.38739, 0.31329, 0.25812)  0.274
H (-1.19342, -0.75572, 1.36766)  0.239

- SMILES: C=N.N
- Net charge: 0
- Energy above the lowest of the compared OMol25 structures with the same formula, charge and spin: 82.32 kJ/mol
- Orbital gap: 11.33 eV

CH6N2 in the gas phase at a distorted geometry, computed with ωB97M-V/def2-TZVPD.

Last column: Mulliken charge in e.
Element x y z (Å)
N (-0.39833, -0.89855, -0.73620)  -0.493
C (0.53166, 0.06587, -0.22822)  -0.345
N (0.07859, 1.00660, 0.79614)  -0.561
H (-0.41293, -1.78315, -0.26206)  0.202
H (-1.30897, -0.59114, -1.03594)  0.178
H (1.37588, -0.46380, 0.20331)  0.340
H (0.91089, 0.68125, -1.04453)  0.260
H (-0.79389, 1.43716, 0.62123)  0.198
H (0.01711, 0.54575, 1.68628)  0.221

- SMILES: NCN
- Net charge: 0
- Energy above the lowest of the compared OMol25 structures with the same formula, charge and spin: 8.93 kJ/mol
- Orbital gap: 10.09 eV

A 2-piece molecular cluster, CH6N2 overall, computed with ωB97M-V/def2-TZVPD.

Last column: Mulliken charge in e.
Element x y z (Å)
C (1.91475, 0.10285, -0.03415)  -0.258
N (1.84186, -0.87963, -0.83258)  -0.483
H (2.40036, 1.00870, -0.37813)  0.265
H (1.52949, 0.02678, 0.98350)  0.223
H (1.29135, -1.62983, -0.40687)  0.252
N (-2.15706, 0.56011, 0.17669)  -0.624
H (-2.23154, 0.22296, 1.12316)  0.210
H (-1.52288, 0.00173, -0.37282)  0.202
H (-3.06634, 0.58633, -0.25879)  0.213

- SMILES: C=N.N
- Net charge: 0
- Energy above the lowest of the compared OMol25 structures with the same formula, charge and spin: 69.14 kJ/mol
- Orbital gap: 10.99 eV

A 2-piece molecular cluster, CH6N2O overall at a distorted geometry, computed with ωB97M-V/def2-TZVPD.

Last column: Mulliken charge in e.
Element x y z (Å)
C (0.07280, 0.88620, -1.97703)  0.036
O (-0.05157, 2.02156, -2.35636)  -0.428
H (0.12545, 0.55842, -0.92998)  0.302
H (0.22330, 0.08309, -2.69661)  0.201
N (0.22921, -0.21628, 0.75014)  -0.501
N (-0.35255, -0.94568, 1.89303)  -0.636
H (1.04741, 0.28237, 1.10098)  0.274
H (0.71285, -0.98312, 0.26542)  0.262
H (-1.15683, -1.47170, 1.52305)  0.243
H (-0.85006, -0.21485, 2.42737)  0.246

- SMILES: C=O.NN
- Net charge: 0
- Energy above the lowest of the compared OMol25 structures with the same formula, charge and spin: 281.74 kJ/mol
- Orbital gap: 9.65 eV

A 2-piece molecular cluster, CH6N2O overall, computed with ωB97M-V/def2-TZVPD.

Last column: Mulliken charge in e.
Element x y z (Å)
H (-3.10234, 0.75670, 0.10251)  0.208
N (-2.24228, 0.35959, -0.33800)  -0.201
N (-2.05288, -0.82389, -0.00759)  -0.199
H (-2.77856, -1.15623, 0.65055)  0.203
C (1.76946, 0.47572, 0.02974)  -0.458
O (2.06314, -0.88403, -0.19718)  -0.508
H (2.59474, 0.90056, 0.61961)  0.226
H (0.81525, 0.61964, 0.57924)  0.195
H (1.67130, 1.05758, -0.91070)  0.226
H (1.26217, -1.30563, -0.52816)  0.309

- SMILES: [H]/N=N\[H].CO
- Net charge: 0
- Energy above the lowest of the compared OMol25 structures with the same formula, charge and spin: 279.63 kJ/mol
- Orbital gap: 10.49 eV

CH6N2O3P as an isolated structure at a distorted geometry, computed with ωB97M-V/def2-TZVPD.

Last column: Mulliken charge in e.
Element x y z (Å)
C (-1.79864, 0.12518, 0.69031)  -0.813
N (1.81124, 1.06278, -0.85776)  -0.679
N (1.26082, 0.56092, 0.32366)  -0.324
O (1.16670, -2.08988, 0.86785)  -0.640
O (0.28559, -0.98510, -2.06830)  -0.862
O (-0.91944, -0.92789, 1.02979)  -0.324
P (0.49336, -1.03719, 0.11743)  0.794
H (-2.05629, 0.22786, -0.35309)  0.332
H (-1.51219, 1.00249, 1.15618)  0.339
H (-2.82780, -0.29283, 1.01647)  0.236
H (2.50484, 0.33850, -1.02502)  0.305
H (1.08894, 0.84384, -1.54117)  0.379
H (0.50286, 1.17133, 0.64366)  0.256

- Net charge: -1
- Energy above the lowest of the compared OMol25 structures with the same formula, charge and spin: 476.44 kJ/mol
- Orbital gap (alpha / beta): 8.03 / 8.03 eV

An isolated ion of composition CH6N2O4P2 and charge -2 at a distorted geometry, computed with ωB97M-V/def2-TZVPD.

Last column: Mulliken charge in e.
Element x y z (Å)
N (-2.81812, -0.08263, 0.73285)  -0.901
P (-1.40794, 0.12749, 0.01644)  0.856
O (-1.37640, -0.24417, -1.45383)  -0.827
O (-1.07998, 1.73853, 0.02129)  -0.555
C (0.11533, -0.60861, 0.86023)  -0.598
P (1.59762, 0.18451, 0.03073)  0.686
N (1.29944, -0.27269, -1.57487)  -0.760
O (2.85598, -0.58296, 0.63164)  -0.865
O (1.68131, 1.66143, -0.01262)  -0.762
H (-3.08266, -0.16727, 1.77526)  0.124
H (-0.07780, 1.84847, -0.26429)  0.406
H (0.19990, -0.45099, 1.94976)  0.259
H (0.27011, -1.64038, 0.62380)  0.242
H (1.62396, -1.28702, -1.67416)  0.235
H (0.19924, -0.22370, -1.66222)  0.461

- SMILES: N=[P@@]([O-])(O)C[P@](N)(=O)[O-]
- Net charge: -2
- Energy above the lowest of the compared OMol25 structures with the same formula, charge and spin: 0.00 kJ/mol
- Orbital gap: 7.69 eV

CH6N2OS in the gas phase at a distorted geometry, computed with ωB97M-V/def2-TZVPD.

Last column: Mulliken charge in e.
Element x y z (Å)
C (1.50190, -0.45513, -0.11120)  -0.652
N (0.43823, 0.51773, -0.17844)  -0.262
S (-1.10631, 0.00880, -0.13754)  0.541
N (-2.05366, 1.19230, 0.08105)  -0.576
O (-1.21092, -1.72141, 0.43725)  -0.593
H (0.97373, -1.15859, -0.71287)  0.304
H (2.52335, 0.01801, -0.37949)  0.242
H (1.66773, -0.89330, 0.86746)  0.278
H (0.59741, 1.26168, 0.47760)  0.266
H (-1.11763, -0.23299, -1.45502)  0.181
H (-2.21382, 1.46289, 1.11120)  0.270

- SMILES: CN[S@H](=N)=O
- Net charge: 0
- Energy above the lowest of the compared OMol25 structures with the same formula, charge and spin: 512.10 kJ/mol
- Orbital gap: 10.32 eV

CH6N2OS in the gas phase at a distorted geometry, computed with ωB97M-V/def2-TZVPD.

Last column: Löwdin spin population.
Element x y z (Å)
C (-0.27692, 0.78586, -1.46284)  1.026
N (-0.08007, 0.22853, 1.81739)  0.399
N (0.02995, -1.57225, -0.20346)  0.045
O (1.79222, 0.17971, 0.00853)  0.028
S (0.37240, 0.04250, 0.07304)  0.360
H (0.02513, 1.88782, -1.29875)  0.041
H (-1.32231, 0.91137, -1.69786)  0.067
H (-1.08854, 0.49295, 1.86456)  0.009
H (0.41997, 1.04372, 2.06236)  0.016
H (0.66835, -2.29830, -0.05515)  0.004
H (-0.54017, -1.70191, -1.10784)  0.004

- Net charge: 0
- Energy above the lowest of the compared OMol25 structures with the same formula, charge and spin: 46.30 kJ/mol
- Orbital gap (alpha / beta): 6.04 / 8.87 eV
- Multiplicity: 3
- ⟨S²⟩: 2.011